Entry 1:
Molecular formula: C44H61N7O3SbSi4TeTl
Method: DFT, the ωB97M-V functional and the def2-TZVPD basis

Positions of all 122 atoms, in Å:
Tl  0.10440  0.05142  -0.50456
C  -4.49676  -6.79651  11.62617
O  -3.83432  -5.54750  11.55640
C  -3.42155  -5.12096  10.33796
C  -3.59573  -5.83093  9.15611
C  -3.12981  -5.29148  7.96351
C  -2.49334  -4.05892  7.92637
C  -2.32617  -3.35837  9.12488
C  -2.78276  -3.87960  10.31325
C  -1.99827  -3.46128  6.68354
N  -1.41321  -2.29086  6.59486
C  -1.12436  -2.13212  5.26210
C  -1.54061  -3.22036  4.53783
N  -2.10275  -4.07181  5.46018
C  -1.38733  -3.32995  3.12206
C  -1.83501  -4.41070  2.34911
C  -1.64563  -4.38912  0.99147
C  -0.99510  -3.28600  0.42683
N  -0.55657  -2.26504  1.13671
C  -0.75250  -2.25661  2.46621
C  -0.30180  -1.08266  3.22345
N  0.27682  -0.07950  2.54040
C  0.64825  0.99834  3.19847
C  0.49287  1.15336  4.58178
C  -0.07990  0.13181  5.29581
C  -0.49525  -1.01882  4.61449
H  -4.74690  -6.94535  12.67251
H  -3.84668  -7.60839  11.28994
H  -5.41353  -6.79169  11.03100
H  -4.08704  -6.79248  9.14536
H  -3.28363  -5.86801  7.05917
H  -1.83180  -2.39742  9.10113
H  -2.65897  -3.34431  11.24478
H  -2.50510  -4.97316  5.28170
H  -2.33203  -5.25071  2.81997
H  -1.98761  -5.19102  0.35259
H  -0.83553  -3.24290  -0.64496
H  1.09386  1.79178  2.60573
H  0.81890  2.06512  5.06277
H  -0.22690  0.19053  6.36617
C  5.14727  -0.85612  -3.49388
C  4.45317  0.22126  -2.95996
C  3.08401  0.13083  -2.77123
C  2.38795  -1.02376  -3.11560
C  3.08453  -2.10500  -3.65734
C  4.45504  -2.01270  -3.83871
N  1.00165  -1.00396  -2.83418
N  0.37415  -2.00005  -3.31338
C  -0.95811  -2.15783  -3.09703
C  -1.36873  -3.50386  -3.33961
C  -2.57373  -4.00460  -2.96125
C  -3.47898  -3.12055  -2.30089
C  -3.18626  -1.81261  -2.13417
C  -1.95828  -1.19860  -2.63275
H  6.21708  -0.79691  -3.64640
H  4.97649  1.13497  -2.70318
H  2.50390  0.95648  -2.37814
H  2.54078  -2.99869  -3.92940
H  4.99082  -2.85464  -4.25959
H  -0.62181  -4.13326  -3.80817
H  -2.83574  -5.03739  -3.14401
H  -4.42654  -3.49642  -1.93128
H  -3.88869  -1.13565  -1.66578
O  2.31147  2.11221  0.16933
H  2.88359  1.54313  0.69810
H  2.83033  2.29456  -0.62341
O  -0.96997  0.90106  -3.08714
N  -2.06741  0.10323  -2.68045
C  5.10519  -1.76591  0.26671
Sb  2.99393  -1.68604  0.63782
C  3.07511  -2.43557  2.64559
C  2.60432  -3.58045  -0.27620
H  5.51526  -2.68616  0.68276
H  5.61606  -0.91219  0.70984
H  5.26662  -1.74909  -0.81117
H  3.73236  -3.30459  2.67914
H  2.07892  -2.72623  2.97621
H  3.45481  -1.67120  3.32266
H  3.31602  -4.31136  0.10895
H  2.72259  -3.48924  -1.35473
H  1.59202  -3.91248  -0.05699
C  3.16231  3.85380  -2.95217
Si  1.75709  5.08680  -2.74301
C  2.19504  6.61239  -3.76005
C  1.63863  5.58450  -0.93679
Si  -0.27272  4.27309  -3.59823
Te  -1.56858  2.62246  -2.19731
Si  -0.00326  3.15301  -5.66154
C  1.13533  1.68027  -5.43213
C  0.76387  4.33610  -6.91010
C  -1.68873  2.59168  -6.26015
Si  -1.81312  6.05091  -3.75939
C  -3.56690  5.40214  -3.91936
C  -1.42375  7.09612  -5.27455
C  -1.69604  7.13474  -2.22315
H  4.05348  4.20995  -2.42696
H  3.42387  3.73589  -4.00586
H  2.91772  2.85790  -2.58227
H  3.17609  6.98992  -3.45901
H  1.47142  7.41480  -3.60058
H  2.23046  6.40138  -4.83030
H  2.60884  5.97871  -0.62019
H  1.38524  4.74217  -0.28954
H  0.89325  6.36682  -0.78294
H  2.13923  1.97853  -5.12399
H  1.22742  1.13666  -6.37740
H  0.73476  0.99432  -4.68546
H  1.77915  4.61816  -6.62325
H  0.18064  5.25013  -7.02334
H  0.82133  3.85141  -7.88833
H  -2.15089  1.91612  -5.53802
H  -1.58805  2.05715  -7.20848
H  -2.36248  3.43589  -6.42038
H  -3.63658  4.56436  -4.61354
H  -4.21169  6.20798  -4.28241
H  -3.96213  5.06057  -2.96182
H  -1.52025  6.50683  -6.18785
H  -0.41572  7.51241  -5.25036
H  -2.13199  7.92655  -5.34115
H  -1.73334  6.54044  -1.30824
H  -2.53059  7.84043  -2.19762
H  -0.77019  7.71405  -2.20711

Atomic forces in eV per Å
Tl 0.03 0.18 0.15
C 0.00 -0.01 0.00
O 0.00 0.01 -0.01
C 0.00 0.00 0.02
C 0.00 0.01 0.01
C 0.01 0.02 0.00
C -0.01 -0.02 0.01
C -0.01 -0.02 0.02
C 0.00 -0.01 -0.02
C -0.02 -0.04 0.01
N 0.00 0.00 -0.03
C -0.01 -0.05 0.00
C 0.00 0.01 0.00
N 0.04 0.09 0.02
C -0.01 0.00 0.01
C 0.02 -0.01 -0.04
C 0.01 0.03 0.00
C -0.03 -0.04 0.04
N 0.01 -0.02 -0.10
C 0.00 0.00 0.04
C -0.02 -0.05 0.02
N -0.04 0.01 -0.01
C 0.06 0.01 0.02
C 0.00 -0.01 -0.02
C 0.01 0.00 -0.01
C 0.00 0.02 -0.01
H 0.00 -0.01 -0.01
H -0.01 0.00 0.00
H 0.00 -0.01 0.01
H 0.00 0.01 0.01
H 0.00 0.01 -0.01
H 0.00 0.01 -0.01
H 0.00 0.00 0.01
H -0.01 -0.01 -0.01
H 0.00 0.00 0.00
H 0.00 -0.01 0.00
H -0.01 0.00 -0.07
H -0.01 0.01 -0.01
H 0.00 0.00 0.00
H 0.00 0.00 0.00
C 0.04 -0.02 -0.03
C -0.03 0.01 0.00
C 0.08 -0.01 0.01
C -0.14 0.03 0.09
C 0.02 0.04 -0.02
C -0.01 0.00 -0.01
N -0.05 -0.15 0.03
N -0.17 0.00 0.02
C 0.46 0.07 -0.06
C -0.13 -0.18 0.00
C 0.15 0.05 -0.04
C -0.05 0.06 0.06
C -0.03 0.01 -0.01
C 0.06 -0.06 -0.36
H 0.00 0.01 0.00
H 0.01 0.00 0.00
H 0.00 -0.05 -0.01
H 0.00 0.00 -0.01
H 0.02 0.00 0.00
H 0.00 -0.01 0.00
H 0.00 0.00 0.00
H 0.01 0.00 -0.01
H -0.01 -0.01 0.00
O 0.09 0.08 0.04
H -0.06 -0.12 -0.04
H -0.03 0.07 0.04
O -0.05 0.01 -0.03
N -0.33 0.06 0.57
C 0.02 -0.04 0.01
Sb -0.07 0.05 -0.10
C 0.05 -0.04 0.02
C 0.04 -0.04 0.00
H 0.02 -0.01 -0.01
H 0.00 0.01 0.01
H 0.00 0.01 0.01
H 0.00 0.00 0.02
H -0.03 0.00 -0.01
H 0.00 0.02 0.01
H 0.00 -0.01 -0.01
H -0.01 0.00 0.00
H -0.02 0.01 0.02
C 0.07 0.03 0.00
Si -0.12 -0.01 -0.04
C 0.01 0.02 0.09
C 0.02 -0.02 -0.03
Si 0.03 -0.06 -0.16
Te 0.14 0.09 -0.15
Si 0.04 -0.07 0.12
C -0.06 0.05 -0.09
C -0.02 -0.02 0.02
C 0.04 0.01 -0.01
Si 0.09 -0.05 -0.02
C -0.01 0.07 0.01
C -0.05 0.00 0.02
C -0.04 0.01 -0.05
H 0.01 0.00 0.00
H -0.01 0.00 -0.01
H -0.04 0.06 -0.02
H 0.01 0.01 -0.01
H -0.01 0.00 0.00
H -0.01 -0.03 -0.01
H -0.02 0.00 0.06
H 0.02 -0.02 -0.04
H -0.01 0.00 -0.02
H 0.01 0.02 0.01
H 0.01 0.00 -0.01
H -0.01 0.00 0.01
H 0.01 0.00 0.02
H 0.00 0.02 -0.01
H 0.01 -0.01 -0.01
H 0.01 -0.01 0.02
H -0.01 -0.01 -0.01
H 0.00 0.01 -0.01
H 0.02 0.00 -0.03
H -0.02 -0.02 0.01
H 0.02 -0.02 0.02
H -0.03 -0.01 -0.01
H 0.02 -0.01 0.02
H 0.01 0.02 0.00
H -0.02 -0.01 0.01
H 0.01 0.02 0.00
H 0.01 -0.02 -0.01

The orbital gap comes out at 5.9 eV. The HOMO energy is -6.015 eV. The energy relative to the best compared isomer or geometry (same formula, charge and spin) is 0.0 kcal per mole.

Entry 2:
Molecular formula: C44H62GeLiNO2PSSeSi3Te
Method: DFT, the ωB97M-V functional and the def2-TZVPD basis

Positions of all 118 atoms, in Å:
Li  -1.62195  -1.27774  0.24958
C  4.12060  1.93781  3.76490
Si  2.71650  2.18468  2.49338
C  3.59242  2.57966  0.85191
C  1.89013  3.76399  3.17139
Ge  1.06647  0.42065  2.19064
Si  -0.04333  0.23849  4.33933
C  -0.93967  1.84625  4.83110
C  -1.39498  -1.09440  4.37561
C  1.14615  -0.10092  5.79112
Si  2.20573  -1.76148  2.10808
C  2.77326  -2.71767  0.58291
C  3.80744  -1.38627  3.07665
C  1.29968  -3.01532  3.20468
H  4.62151  2.89652  3.92315
H  4.86991  1.21629  3.43770
H  3.73079  1.60119  4.72874
H  3.76987  3.65108  0.73171
H  2.99174  2.24618  0.00523
H  4.55266  2.06409  0.78481
H  2.41772  4.66390  2.84558
H  1.88804  3.74979  4.26461
H  0.85522  3.85569  2.84215
H  -1.53244  2.22711  3.99521
H  -0.22918  2.62667  5.11741
H  -1.61762  1.68109  5.67206
H  -1.97964  -1.07569  3.45245
H  -2.08515  -0.93213  5.20691
H  -0.98434  -2.10050  4.47086
H  1.87942  0.70424  5.88702
H  1.69702  -1.03378  5.65097
H  0.59843  -0.17046  6.73431
H  3.77027  -2.40616  0.27352
H  2.10982  -2.57452  -0.26626
H  2.79758  -3.78639  0.81035
H  4.51394  -0.81146  2.47320
H  4.29138  -2.32555  3.35594
H  3.60435  -0.82132  3.99048
H  0.31355  -3.25166  2.80772
H  1.17777  -2.65638  4.22929
H  1.86801  -3.94726  3.23611
C  -4.25408  0.43855  3.01473
C  -5.14459  -0.62905  2.37157
C  -4.55247  -2.03582  2.51596
C  -5.44750  -0.31214  0.91626
C  -6.76917  -0.07157  0.56937
C  -7.15351  0.19233  -0.73558
C  -6.17086  0.18832  -1.71330
C  -4.83606  -0.06135  -1.42347
C  -3.86858  -0.07808  -2.59172
C  -3.24043  -1.46111  -2.80705
C  -2.78688  1.00566  -2.49709
C  -4.42497  -0.29937  -0.07929
O  -3.17487  -0.48656  0.24538
H  -4.00034  0.16469  4.04351
H  -4.77086  1.40166  3.02631
H  -3.33606  0.55540  2.44269
H  -6.10213  -0.62349  2.90643
H  -3.64597  -2.12875  1.92144
H  -5.26504  -2.77880  2.15084
H  -4.32241  -2.26220  3.56096
H  -7.52518  -0.10236  1.34969
H  -8.19115  0.37988  -0.98693
H  -6.44962  0.38702  -2.74442
H  -4.46825  0.14526  -3.48140
H  -2.71863  -1.78789  -1.90986
H  -2.51846  -1.42323  -3.62793
H  -4.00847  -2.19794  -3.04954
H  -1.92877  0.65413  -1.92660
H  -3.17582  1.90285  -2.00959
H  -2.43823  1.28213  -3.49189
O  0.98816  -0.31952  -1.28693
P  1.50095  -0.56308  -2.67327
C  1.00032  -2.16657  -3.33803
C  0.50986  -3.10670  -2.42802
C  0.22115  -4.39871  -2.82634
C  0.42697  -4.78016  -4.14984
C  0.90273  -3.85031  -5.06539
C  1.18850  -2.55325  -4.67099
C  0.89700  0.70732  -3.84284
C  1.50384  1.96557  -3.78681
C  1.20126  2.93939  -4.71826
C  0.31619  2.66055  -5.76119
C  -0.26822  1.40564  -5.84359
C  0.01198  0.43583  -4.89150
C  3.26589  -0.44278  -2.79963
C  3.96989  0.12792  -1.70472
C  5.33589  0.27335  -1.73358
C  6.08142  -0.13784  -2.85748
C  5.39530  -0.69610  -3.94911
C  4.02722  -0.84264  -3.93657
H  0.34648  -2.80925  -1.39990
H  -0.15996  -5.11082  -2.10381
H  0.20813  -5.79356  -4.46320
H  1.04932  -4.13840  -6.10084
H  1.54353  -1.83418  -5.39859
H  2.22501  2.15810  -2.99886
H  1.65609  3.92073  -4.64797
H  0.09452  3.41199  -6.50936
H  -0.95071  1.18971  -6.65832
H  -0.47170  -0.53149  -4.93515
H  3.40402  0.44011  -0.83332
H  5.84526  0.70773  -0.87821
H  7.15813  -0.02133  -2.88782
H  5.95410  -1.00939  -4.82588
H  3.53026  -1.27159  -4.79794
Se  -0.80050  -5.99425  0.64371
C  -1.14186  -4.27469  0.59623
N  -1.35613  -3.12737  0.56921
Te  -0.90345  1.31576  0.75419
C  -0.33178  3.32719  0.57176
C  0.54753  3.95931  -0.25607
C  0.47540  5.37429  -0.18203
C  -0.48775  5.80977  0.67636
S  -1.30846  4.48785  1.40480
H  1.22637  3.42795  -0.90763
H  1.11311  6.03941  -0.74858
H  -0.76100  6.82202  0.92934

Atomic forces in eV per Å
Li -0.19 -0.39 -0.37
C -0.25 -0.41 -0.11
Si 0.37 0.74 -0.08
C -0.33 -0.15 0.13
C -0.23 -0.31 -0.13
Ge 0.54 -0.23 0.72
Si -0.46 0.14 0.63
C 0.26 0.02 -0.33
C 0.33 -0.05 -0.29
C 0.07 -0.05 -0.30
Si 0.49 -0.56 0.20
C -0.30 0.39 -0.07
C -0.28 0.23 -0.07
C -0.18 0.36 -0.07
H -0.09 0.08 -0.08
H -0.03 0.02 0.01
H 0.04 0.02 0.02
H 0.00 0.02 0.10
H 0.05 0.08 -0.01
H -0.01 -0.04 0.01
H 0.11 -0.07 -0.04
H 0.02 -0.04 0.01
H 0.04 0.05 0.05
H -0.01 -0.01 0.01
H 0.00 0.00 -0.03
H 0.03 -0.12 0.02
H -0.01 -0.01 0.06
H 0.03 0.11 0.02
H 0.01 0.03 -0.01
H -0.01 0.01 0.00
H 0.01 0.02 0.04
H -0.08 0.01 -0.02
H 0.04 0.12 -0.05
H 0.01 0.03 -0.06
H -0.05 0.04 0.13
H -0.03 -0.02 -0.02
H -0.05 -0.07 -0.03
H 0.05 -0.05 0.00
H -0.09 -0.05 -0.03
H 0.02 -0.02 -0.04
H 0.11 0.03 -0.07
C -0.14 -0.05 0.00
C 0.23 -0.03 -0.14
C -0.09 0.07 -0.01
C -0.17 -0.05 0.17
C -0.02 0.00 -0.02
C -0.06 0.01 -0.04
C -0.06 0.00 0.09
C -0.01 -0.02 -0.18
C 0.16 -0.02 0.18
C -0.06 0.23 -0.11
C -0.08 -0.06 0.03
C -0.04 0.06 0.17
O -0.34 -0.11 -0.32
H -0.02 0.06 -0.03
H 0.03 0.02 0.00
H 0.03 0.03 0.05
H -0.01 0.02 -0.05
H 0.04 -0.06 0.05
H 0.01 -0.03 0.01
H 0.02 0.00 0.00
H 0.03 0.01 0.03
H 0.01 0.01 0.01
H 0.04 -0.03 -0.02
H -0.03 -0.01 0.03
H 0.01 -0.09 0.01
H 0.01 -0.06 0.00
H 0.04 -0.05 0.04
H 0.05 0.04 -0.01
H 0.02 0.01 -0.01
H 0.11 0.01 -0.07
O -0.23 -0.17 0.08
P 1.18 0.39 -0.05
C -0.03 -0.14 -0.17
C -0.03 0.28 -0.04
C -0.04 -0.27 -0.15
C -0.01 0.18 0.12
C 0.00 -0.15 -0.13
C -0.01 0.09 0.24
C -0.14 -0.31 -0.30
C -0.10 -0.05 0.14
C -0.09 0.10 -0.09
C 0.03 -0.10 0.07
C -0.05 0.17 -0.15
C 0.07 0.05 0.33
C -1.07 -0.36 0.30
C 0.25 0.16 0.27
C -0.27 0.08 0.12
C 0.38 -0.07 -0.12
C -0.20 0.02 -0.03
C 0.24 -0.04 -0.35
H -0.02 -0.03 -0.04
H 0.01 0.04 0.01
H -0.01 0.00 -0.01
H 0.01 0.00 0.01
H -0.01 -0.03 -0.02
H 0.04 0.02 -0.06
H 0.03 -0.02 0.01
H 0.00 0.02 0.02
H -0.02 -0.04 0.04
H -0.02 0.01 -0.07
H 0.05 -0.14 -0.05
H -0.02 0.01 0.00
H -0.01 0.01 0.02
H -0.02 -0.03 -0.01
H 0.07 -0.01 -0.02
Se 0.22 -1.22 0.09
C -0.26 1.37 0.01
N 0.25 -0.24 0.03
Te 0.24 0.62 0.39
C -0.36 0.17 -0.05
C 0.18 -0.18 -0.05
C 0.02 0.19 0.03
C -0.17 -0.19 0.19
S 0.25 0.01 -0.19
H -0.02 -0.04 0.00
H -0.01 -0.02 -0.01
H 0.04 0.03 -0.07

The charge is -2. The orbital gap (spin up / spin down) comes out at 2.7 / 6.3 eV. The spin multiplicity is 2. The HOMO energy (spin up / spin down) is 0.988 / -2.609 eV. The energy relative to the best compared isomer or geometry (same formula, charge and spin) is 52.5 kcal per mole.

Question: What is the energy relative to the best compared isomer or geometry (same formula, charge and spin) in the first record?
Answer: 0.0 kcal per mole

Question: Look up the energy relative to the best compared isomer or geometry (same formula, charge and spin) of the second one.
Answer: 52.5 kcal per mole